Record 1
Formula: C19H42Cl2NO6
Source: the Open Molecules 2025 dataset
Level of theory: ωB97M-V/def2-TZVPD

Cartesian coordinates (Å):
C -0.225 2.611 2.233
C -0.355 1.137 1.910
N 0.166 0.734 0.819
C -1.141 0.225 2.843
C -2.373 -0.469 2.248
C -3.206 0.466 1.430
Cl -4.599 -0.470 0.697
C -3.754 1.675 2.181
C -4.541 2.660 1.307
Cl -4.715 1.209 3.623
H 0.814 2.923 2.164
H -0.605 2.815 3.232
H -0.819 3.176 1.514
H -0.043 -0.259 0.694
H -0.459 -0.578 3.133
H -1.371 0.774 3.765
H -2.017 -1.272 1.589
H -2.698 0.872 0.539
H -2.896 2.200 2.593
H -5.424 3.027 1.819
H -4.856 2.183 0.381
H -3.907 3.507 1.045
C 6.028 2.579 -0.191
O 4.758 2.645 0.422
C 3.732 2.008 -0.334
C 3.416 0.625 0.181
O 4.527 -0.259 0.039
C 5.251 -0.442 1.236
H 6.764 2.903 0.544
H 6.270 1.563 -0.511
H 6.079 3.249 -1.058
H 4.018 1.959 -1.390
H 2.833 2.621 -0.251
H 2.584 0.215 -0.395
H 3.095 0.676 1.224
H 4.689 -1.066 1.940
H 5.486 0.511 1.717
H 6.182 -0.950 0.984
C 0.437 0.713 -5.261
O 1.168 1.915 -5.421
C 0.352 3.073 -5.465
C 0.275 3.772 -4.125
O -0.379 2.983 -3.155
C 0.505 2.313 -2.264
H 1.151 -0.075 -5.031
H -0.285 0.785 -4.445
H -0.089 0.454 -6.188
H -0.658 2.815 -5.803
H 0.792 3.755 -6.200
H -0.303 4.695 -4.246
H 1.282 4.045 -3.789
H 0.935 3.021 -1.550
H 1.311 1.811 -2.809
H -0.065 1.577 -1.705
C -1.796 -7.205 0.762
O -2.043 -6.688 2.052
C -1.153 -5.641 2.419
C -1.745 -4.268 2.193
O -1.965 -4.009 0.821
C -3.321 -4.132 0.429
H -2.640 -7.842 0.497
H -1.707 -6.409 0.020
H -0.881 -7.811 0.752
H -0.214 -5.735 1.862
H -0.930 -5.763 3.483
H -1.040 -3.515 2.558
H -2.672 -4.152 2.761
H -3.913 -3.324 0.867
H -3.744 -5.098 0.721
H -3.352 -4.044 -0.656

Forces on atoms 1 to 2 (eV/Å):
C -0.203 -0.351 0.125
C 0.107 -0.071 -0.133

Its HOMO energy is -2.23 eV. As for the electronic energy: -59199.94737 eV. The value obtained for the LUMO energy is 2.57 eV. For the frontier orbital gap, the calculation gives 0.1763 Eh. As for the net charge: -1. The value obtained for the molar mass is 451.5 g mol⁻¹. Its energy above the lowest of the compared OMol25 structures with the same formula, charge and spin is 9.8 kJ/mol.

Löwdin atomic charge list, values in e, 2 entries: atom 1 (C): -0.05, atom 2 (C): -0.43

---

Record 2
Formula: C19H42ClO6P
Source: the Open Molecules 2025 dataset
Level of theory: ωB97M-V/def2-TZVPD

Cartesian coordinates (Å):
C 2.961 3.094 -1.539
C 1.994 2.749 -2.672
C 1.187 1.471 -2.483
O 1.881 0.270 -2.824
C 2.811 -0.189 -1.859
P 4.553 -0.077 -2.574
Cl 6.617 0.088 -3.468
H 3.235 4.148 -1.565
H 2.501 2.894 -0.570
H 3.893 2.530 -1.595
H 2.526 2.679 -3.625
H 1.278 3.566 -2.784
H 0.315 1.496 -3.137
H 0.813 1.401 -1.458
H 2.587 -1.241 -1.643
H 2.724 0.369 -0.922
H 4.510 -1.346 -3.145
H 4.208 1.003 -3.384
H 5.191 0.061 -1.340
C -1.294 2.477 2.460
C -0.344 1.707 1.592
C -0.083 0.275 1.988
O 0.177 2.193 0.609
H -1.405 3.487 2.071
H -2.266 1.980 2.458
H -0.917 2.517 3.484
H -1.026 -0.275 1.996
H 0.326 0.238 2.999
H 0.610 -0.190 1.289
C -0.966 5.641 5.401
C -0.549 4.398 6.148
C -0.342 4.542 7.636
O -0.389 3.342 5.583
H -1.084 5.419 4.343
H -1.905 6.022 5.805
H -0.216 6.424 5.532
H -1.262 4.890 8.108
H 0.426 5.291 7.835
H -0.046 3.588 8.063
C 1.860 -3.247 -3.837
C 1.752 -4.512 -3.021
C 2.627 -5.666 -3.449
O 1.012 -4.596 -2.069
H 1.188 -2.487 -3.446
H 2.888 -2.880 -3.803
H 1.620 -3.448 -4.882
H 3.677 -5.368 -3.424
H 2.396 -5.947 -4.478
H 2.470 -6.516 -2.790
C -2.322 1.080 -1.525
C -3.428 0.487 -0.684
C -4.286 -0.562 -1.337
O -3.590 0.831 0.466
H -1.793 1.833 -0.945
H -1.623 0.292 -1.815
H -2.721 1.527 -2.437
H -3.664 -1.395 -1.661
H -4.784 -0.140 -2.212
H -5.028 -0.927 -0.632
C -4.320 -4.637 1.056
C -3.251 -4.324 0.036
C -1.925 -5.018 0.210
O -3.455 -3.550 -0.871
H -5.226 -4.081 0.830
H -4.534 -5.708 1.056
H -3.968 -4.378 2.056
H -2.067 -6.100 0.183
H -1.504 -4.774 1.188
H -1.233 -4.721 -0.573

Forces on atoms 1 to 2 (eV/Å):
C -0.047 -0.044 0.025
C 0.048 -0.024 -0.012

Its HOMO energy is -8.99 eV. As for the electronic energy: -54479.01655 eV. The value obtained for the LUMO energy is 0.61 eV. For the frontier orbital gap, the calculation gives 0.3529 Eh. Its SMILES is CCCOC[PH3]Cl.CC(C)=O.CC(C)=O.CC(C)=O.CC(C)=O.CC(C)=O. The value obtained for the molar mass is 433.0 g mol⁻¹.

Löwdin atomic charge list, values in e, 2 entries: atom 1 (C): -0.10, atom 2 (C): -0.22

---

Record 3
Formula: C19H42HfNO2P3S
Source: the Open Molecules 2025 dataset
Level of theory: ωB97M-V/def2-TZVPD

Cartesian coordinates (Å):
Hf -0.304 -0.024 0.248
P 2.133 0.738 1.536
P -1.993 1.747 0.708
P 0.826 1.593 -1.466
H -0.367 -3.270 1.406
C 0.450 -3.160 0.639
C 1.578 -2.477 0.837
H 1.958 -2.231 1.857
C 2.795 -0.048 3.076
C 1.861 2.436 2.260
C 3.717 0.967 0.633
C -3.524 1.274 -0.184
C -2.671 1.979 2.382
C -1.786 3.512 0.282
C 2.173 0.873 -2.480
C 1.458 3.255 -1.143
C -0.441 1.935 -2.750
H 0.225 -3.533 -0.383
H 2.208 -2.061 0.008
H 2.987 -1.112 2.898
H 2.072 0.059 3.899
H 3.746 0.441 3.353
H 1.140 2.334 3.088
H 1.442 3.129 1.513
H 2.830 2.812 2.642
H 3.920 0.068 0.041
H 4.533 1.099 1.356
H 3.700 1.826 -0.045
H -4.156 2.166 -0.308
H -4.059 0.525 0.417
H -3.283 0.847 -1.167
H -3.098 2.985 2.455
H -1.887 1.874 3.136
H -3.456 1.236 2.549
H -2.649 4.065 0.667
H -1.727 3.645 -0.801
H -0.883 3.902 0.763
H 2.034 1.220 -3.509
H 2.161 -0.223 -2.477
H 3.136 1.240 -2.111
H 1.770 3.665 -2.107
H 2.314 3.247 -0.466
H 0.659 3.875 -0.732
H -0.087 1.520 -3.697
H -0.577 3.015 -2.865
H -1.410 1.470 -2.541
C -0.785 -2.526 -3.246
C -1.791 -2.290 -4.192
C -1.801 -2.979 -5.413
C -0.800 -3.920 -5.686
C 0.190 -4.184 -4.730
C 0.211 -3.470 -3.519
S -0.500 -1.153 -1.906
H -1.274 -1.484 -0.176
H -2.550 -1.531 -3.978
H -2.591 -2.792 -6.139
H -0.806 -4.478 -6.621
H 0.948 -4.956 -4.914
H 1.007 -3.619 -2.790
N -1.560 -2.520 3.907
C -0.970 -1.327 4.571
C -0.571 -0.316 3.535
O -0.196 0.783 3.935
O -0.692 -0.704 2.287
H -2.403 -2.248 3.391
H -1.825 -3.233 4.591
H -0.902 -2.945 3.241
H -1.697 -0.909 5.268
H -0.110 -1.633 5.168

Forces on atoms 1 to 2 (eV/Å):
Hf 3.625 -0.762 3.438
P 0.978 1.223 1.307

Its HOMO energy (alpha / beta) is -20.64 / -20.64 eV. As for the electronic energy: -65935.87665 eV. The value obtained for the LUMO energy (alpha / beta) is -15.05 / -15.05 eV. For the frontier orbital gap (alpha / beta), the calculation gives 0.2052 / 0.2052 Eh. As for the net charge: +4. The value obtained for the molar mass is 620.0 g mol⁻¹. Its energy above the lowest of the compared OMol25 structures with the same formula, charge and spin is 147.7 kJ/mol.

Löwdin atomic charge list, values in e, 2 entries: atom 1 (Hf): 0.92, atom 2 (P): 0.78

---

Question: Which of these has the lowest electronic energy?
Answer: C19H42HfNO2P3S

---

Question: What is the formula in the first record?
Answer: C19H42Cl2NO6

---

Question: Which value of electronic energy does entry 3 give?
Answer: -65935.87665 eV

---

Question: Among the records above, which one has the lowest electronic energy?
Answer: C19H42HfNO2P3S